No. 1
C25H49BN6OPdSi3 | wB97M-V/def2-TZVPD

Strongest force on any atom: 0.967 eV Å⁻¹
Kohn-Sham gap (spin up / spin down): 0.2720 / 0.2800 Eh
LUMO level (spin up / spin down): -1.000 / -0.253 eV
ΔE to the lowest compared entry with this formula, charge and spin: 61.6 kJ/mol

The geometry in ORCA input format:
```
! wB97M-V def2-TZVPD RIJCOSX def2/J DEFGRID3
* xyz 0 1
Pd 0.301 -0.202 0.373
C -1.028 -3.210 -1.698
C -1.915 -2.672 -0.620
C -3.173 -3.149 -0.217
C -3.575 -2.301 0.794
C -4.836 -2.317 1.597
N -2.601 -1.384 0.963
N -1.583 -1.609 0.101
B -2.615 -0.114 1.828
N -2.553 1.170 0.967
N -1.503 1.429 0.140
C -1.815 2.525 -0.532
C -0.914 3.107 -1.571
C -3.077 3.001 -0.138
C -3.514 2.107 0.815
C -4.795 2.101 1.587
N -1.477 -0.140 2.879
N -0.128 -0.082 2.606
C 0.474 0.043 3.787
C 1.927 0.256 3.955
C -0.459 0.011 4.823
C -1.681 -0.103 4.210
C -3.031 -0.150 4.851
H -1.574 -3.273 -2.641
H -0.160 -2.572 -1.845
H -0.671 -4.211 -1.454
H -3.712 -3.997 -0.610
H -5.427 -3.190 1.323
H -4.630 -2.366 2.667
H -5.441 -1.426 1.422
H -3.655 -0.095 2.419
H -0.042 2.476 -1.733
H -1.446 3.216 -2.519
H -0.562 4.097 -1.275
H -3.598 3.873 -0.502
H -5.380 2.980 1.320
H -5.395 1.216 1.374
H -4.617 2.124 2.663
H 2.417 0.297 2.998
H 2.101 1.199 4.479
H 2.381 -0.541 4.543
H -0.261 0.086 5.880
H -2.911 -0.136 5.933
H -3.645 0.704 4.564
H -3.582 -1.051 4.581
C -0.795 -0.126 -2.905
O 0.200 -0.069 -1.897
Si 1.852 0.146 -2.062
C 2.470 -1.222 -3.158
C 2.194 1.665 -3.075
C 2.341 0.180 -0.246
Si 3.340 1.693 0.228
C 2.305 3.245 0.176
C 4.168 1.757 1.896
C 4.808 1.818 -0.932
Si 2.922 -1.531 0.315
C 4.568 -1.818 -0.576
C 1.846 -3.014 -0.081
C 3.452 -1.897 2.068
H -0.478 -0.770 -3.728
H -1.000 0.877 -3.283
H -1.703 -0.528 -2.459
H 1.906 -1.164 -4.096
H 2.363 -2.227 -2.756
H 3.522 -1.069 -3.411
H 1.519 1.672 -3.939
H 3.210 1.604 -3.466
H 2.083 2.614 -2.554
H 1.307 3.043 0.578
H 2.188 3.673 -0.820
H 2.779 4.001 0.809
H 3.483 2.014 2.696
H 4.885 2.579 1.805
H 4.724 0.860 2.176
H 4.560 1.778 -1.989
H 5.508 1.003 -0.723
H 5.334 2.761 -0.748
H 4.559 -1.628 -1.647
H 4.904 -2.850 -0.418
H 5.319 -1.156 -0.129
H 1.827 -3.274 -1.138
H 0.815 -2.938 0.268
H 2.320 -3.840 0.459
H 4.120 -1.163 2.517
H 4.011 -2.830 1.944
H 2.624 -2.089 2.751
*
```

Atom charges from the Mulliken analysis, given in e for atoms 1 to 2: -0.22, -1.12



No. 2
C23H54NO14PS3 | wB97M-V/def2-TZVPD

Strongest force on any atom: 1.994 eV Å⁻¹
Kohn-Sham gap: 0.3652 Eh
LUMO level: 0.366 eV

The geometry in ORCA input format:
```
! wB97M-V def2-TZVPD RIJCOSX def2/J DEFGRID3
* xyz 0 1
C 4.083 3.025 0.091
C 3.066 1.962 0.491
C 2.007 1.709 -0.583
C 2.526 0.946 -1.799
C 2.864 -0.520 -1.536
C 1.709 -1.456 -1.107
C 0.275 -0.975 -1.369
C -0.679 -2.157 -1.611
C -1.172 -2.829 -0.317
C -2.700 -2.983 -0.267
C -3.403 -1.810 0.465
C -4.230 -0.904 -0.465
C -5.711 -1.247 -0.396
O -6.579 -0.150 -0.769
C -6.526 0.887 0.044
O -6.076 0.926 1.150
O -7.151 1.975 -0.556
P -6.169 3.141 -1.099
N -6.999 4.225 -1.831
O -5.400 3.665 0.177
O -4.989 2.431 -1.895
H 3.575 3.985 0.032
H 4.906 3.100 0.793
H 4.480 2.826 -0.902
H 3.531 1.024 0.782
H 2.542 2.344 1.365
H 1.167 1.203 -0.118
H 1.652 2.681 -0.928
H 3.447 1.433 -2.121
H 1.841 1.056 -2.636
H 3.611 -0.521 -0.744
H 3.346 -0.926 -2.422
H 1.793 -1.710 -0.054
H 1.831 -2.385 -1.654
H -0.092 -0.494 -0.467
H 0.193 -0.315 -2.226
H -0.204 -2.899 -2.253
H -1.534 -1.778 -2.166
H -0.746 -3.825 -0.210
H -0.835 -2.258 0.545
H -2.979 -3.927 0.193
H -3.082 -3.008 -1.286
H -2.663 -1.203 0.975
H -4.042 -2.232 1.237
H -4.054 0.128 -0.183
H -3.897 -1.024 -1.491
H -5.927 -2.020 -1.127
H -5.997 -1.648 0.569
H -6.668 4.345 -2.781
H -5.993 4.321 0.579
H -5.312 2.302 -2.801
C 5.416 -5.938 -3.595
C 4.484 -7.132 -3.602
O 3.471 -7.048 -2.575
S 2.234 -6.084 -2.844
C 1.196 -6.689 -1.559
O 1.667 -6.406 -4.118
O 2.611 -4.737 -2.547
H 4.899 -5.028 -3.895
H 6.240 -6.108 -4.289
H 5.822 -5.775 -2.597
H 4.006 -7.263 -4.573
H 5.032 -8.045 -3.380
H 0.947 -7.725 -1.768
H 0.300 -6.072 -1.559
H 1.722 -6.593 -0.612
C 1.595 -0.989 5.938
C 3.092 -1.167 6.083
O 3.679 -1.855 4.957
S 3.911 -1.013 3.627
C 4.975 -2.157 2.819
O 4.639 0.175 3.953
O 2.680 -0.930 2.903
H 1.354 -0.299 5.131
H 1.178 -0.592 6.864
H 1.116 -1.942 5.713
H 3.598 -0.212 6.230
H 3.319 -1.794 6.944
H 5.891 -2.249 3.395
H 5.183 -1.753 1.830
H 4.463 -3.112 2.738
C -1.890 5.060 1.185
C -2.916 5.876 0.425
O -2.892 7.273 0.796
S -1.728 8.174 0.193
C -2.430 9.737 0.594
O -1.704 8.003 -1.228
O -0.536 7.982 0.958
H -0.874 5.330 0.898
H -2.036 3.999 0.977
H -1.986 5.228 2.258
H -2.784 5.779 -0.654
H -3.914 5.532 0.665
H -3.356 9.857 0.041
H -1.707 10.494 0.298
H -2.603 9.776 1.666
*
```

Atom charges from the Mulliken analysis, given in e for atoms 1 to 2: -1.31, -0.01



No. 3
C6H25N11O8 | wB97M-V/def2-TZVPD

Strongest force on any atom: 6.813 eV Å⁻¹
Kohn-Sham gap: 0.1448 Eh
LUMO level: -1.643 eV
ΔE to the lowest compared entry with this formula, charge and spin: 10.9 kJ/mol

The geometry in ORCA input format:
```
! wB97M-V def2-TZVPD RIJCOSX def2/J DEFGRID3
* xyz 0 1
N -7.806 10.512 -3.210
H -8.234 11.235 -2.650
H -7.241 9.885 -2.656
H -7.288 10.941 -3.964
H -8.619 10.077 -3.623
O -9.774 15.866 1.639
C -9.684 14.812 0.825
O -9.605 15.024 -0.434
O -9.494 13.681 1.265
H -9.495 15.307 2.367
C -1.859 7.816 -8.746
O -1.273 6.901 -8.187
N -2.006 7.969 -10.075
N -2.395 8.823 -8.056
H -2.479 8.802 -10.395
H -1.929 7.149 -10.659
H -3.049 9.536 -8.347
H -2.482 8.586 -7.078
C -7.921 11.088 -9.802
O -7.414 11.297 -8.698
N -9.185 10.542 -9.837
N -7.372 11.139 -11.004
H -9.656 10.212 -9.007
H -9.350 9.993 -10.668
H -6.399 11.374 -11.139
H -7.918 11.065 -11.851
C -8.216 18.830 -6.438
O -7.453 19.109 -5.529
N -9.133 17.909 -6.358
N -8.197 19.404 -7.634
H -9.122 17.322 -5.536
H -9.857 17.888 -7.062
H -7.542 20.140 -7.856
H -8.733 18.999 -8.388
C -13.979 9.366 -4.219
O -12.959 8.952 -4.735
N -14.075 9.431 -2.897
N -14.859 10.136 -4.719
H -13.291 9.268 -2.282
H -14.992 9.558 -2.492
H -15.530 10.525 -4.072
H -14.891 10.128 -5.728
C -4.582 4.430 -1.902
O -4.583 5.613 -2.215
N -4.740 3.513 -2.830
N -4.371 3.949 -0.728
H -4.510 2.585 -2.504
H -5.185 3.705 -3.716
H -4.110 4.716 -0.125
H -4.206 2.963 -0.586
*
```

Atom charges from the natural (NBO) analysis, given in e for atoms 1 to 2: -0.85, 0.47